{"formula": "C5H7NO", "method": "ωB97M-V/def2-TZVPD", "charge": 0, "molar_mass_g_mol": 97.12, "smiles": "N#CCC1(O)CC1", "e_above_lowest_kcal_mol": 52.4, "fmax_ha_per_bohr": 0.0291, "homo_lumo_gap_ev": 11.09, "lumo_energy_ev": 0.790, "elements": ["N", "C", "C", "C", "O", "C", "C", "H", "H", "H", "H", "H", "H", "H"], "coordinates": [[-0.830, -0.448, 2.319], [-1.352, -0.569, 1.292], [-1.367, -0.434, -0.168], [0.143, -0.198, -0.382], [0.818, -1.401, -0.633], [0.804, 0.942, -1.041], [0.896, 0.704, 0.521], [-2.021, 0.385, -0.484], [-1.660, -1.343, -0.703], [0.756, -1.922, 0.181], [1.494, 0.687, -1.852], [0.236, 1.849, -1.226], [0.369, 1.480, 1.074], [1.714, 0.268, 1.102]], "forces_ev_per_angstrom": [[-1.350, -0.615, -0.209], [0.570, 0.184, 0.947], [0.115, 0.065, -0.048], [-0.370, 0.040, -0.016], [-0.166, -0.279, 0.090], [0.168, 0.225, 0.301], [0.586, 0.548, -0.963], [0.237, -0.058, 0.105], [-0.045, 0.151, 0.214], [0.172, -0.023, -0.150], [0.233, 0.145, 0.768], [-0.121, -0.264, -0.138], [-0.034, -0.294, -0.221], [0.006, 0.175, -0.678]], "nbo_charge": [-0.33, 0.28, -0.53, 0.22, -0.70, -0.42, -0.42, 0.25, 0.26, 0.47, 0.24, 0.22, 0.23, 0.23]}

---

{"formula": "H18NO7", "method": "ωB97M-V/def2-TZVPD", "charge": 1, "molar_mass_g_mol": 144.14, "e_above_lowest_kcal_mol": 33.6, "fmax_ha_per_bohr": 0.0299, "homo_lumo_gap_ev": 10.86, "lumo_energy_ev": -2.733, "elements": ["N", "H", "H", "H", "H", "H", "H", "O", "H", "H", "O", "H", "H", "O", "H", "H", "O", "H", "H", "O", "H", "H", "O", "H", "H", "O"], "coordinates": [[0.029, 0.700, 0.822], [-0.706, 0.071, 1.144], [0.977, 0.460, 1.133], [0.143, 0.622, -0.190], [-0.253, 1.610, 1.217], [-0.120, -3.588, -1.688], [-1.177, -4.741, -1.407], [-1.040, -3.791, -1.487], [-3.488, 0.147, -0.951], [-2.173, 0.793, -1.580], [-2.841, 0.853, -0.881], [-1.614, -2.573, 0.257], [-2.566, -1.809, 1.248], [-1.863, -1.704, 0.597], [3.195, 1.470, 1.431], [3.742, 0.317, 2.116], [3.034, 0.513, 1.479], [0.552, 3.207, 3.242], [-0.501, 3.736, 2.301], [0.237, 3.112, 2.328], [2.929, -0.421, -0.160], [2.700, -0.641, -1.625], [2.204, -0.561, -0.797], [-0.159, 1.480, -2.937], [-0.774, 0.048, -3.135], [-0.467, 0.692, -2.478]], "forces_ev_per_angstrom": [[0.134, 0.088, 0.198], [0.152, -0.907, -0.372], [-0.235, -0.177, 0.664], [-0.693, 0.323, -0.354], [0.629, 0.173, -0.546], [-0.097, -0.520, 0.036], [0.446, 0.102, -0.156], [-0.341, 0.481, 0.291], [0.296, -0.104, -0.283], [-0.344, -0.314, 0.063], [0.111, 0.587, 0.416], [-0.135, -0.137, -0.104], [0.099, -0.295, -0.202], [0.151, 0.477, 0.310], [-0.430, -0.034, -0.483], [-0.356, -0.686, -0.043], [0.894, 0.914, 0.857], [0.015, -0.201, -0.355], [0.072, 0.013, -0.181], [-0.206, 0.262, 0.520], [-0.527, 0.006, 0.036], [-0.497, -0.045, -0.025], [0.786, -0.002, -0.269], [-0.102, -0.146, -0.267], [0.283, 0.357, 0.041], [-0.107, -0.216, 0.210]], "nbo_charge": [-0.90, 0.47, 0.45, 0.47, 0.46, 0.48, 0.49, -0.97, 0.48, 0.49, -0.98, 0.51, 0.48, -0.99, 0.49, 0.50, -0.97, 0.50, 0.49, -0.97, 0.49, 0.48, -0.98, 0.49, 0.50, -0.97]}

---

{"formula": "C45H72BN2O6PSSi", "method": "ωB97M-V/def2-TZVPD", "charge": 0, "molar_mass_g_mol": 839.02, "fmax_ha_per_bohr": 0.0988, "homo_lumo_gap_ev": 6.26, "lumo_energy_ev": -1.163, "multiplicity": 3, "elements": ["C", "C", "C", "O", "C", "C", "C", "C", "S", "C", "B", "O", "C", "C", "C", "Si", "C", "C", "C", "C", "O", "C", "P", "C", "C", "C", "C", "C", "C", "C", "C", "C", "C", "C", "O", "H", "H", "H", "H", "H", "H", "H", "H", "H", "H", "H", "H", "H", "H", "H", "H", "H", "H", "H", "H", "H", "H", "H", "H", "H", "H", "H", "H", "H", "H", "H", "H", "H", "H", "H", "H", "C", "C", "C", "C", "C", "C", "N", "O", "C", "C", "C", "H", "H", "H", "H", "H", "H", "H", "H", "H", "H", "H", "H", "H", "H", "H", "H", "H", "H", "C", "C", "C", "C", "C", "C", "N", "O", "C", "C", "C", "H", "H", "H", "H", "H", "H", "H", "H", "H", "H", "H", "H", "H", "H", "H", "H", "H", "H"], "coordinates": [[2.975, -5.268, 1.925], [2.940, -4.831, 0.380], [1.720, -3.825, 0.011], [0.671, -4.649, -0.574], [0.014, -4.004, -1.657], [0.811, -3.791, -2.997], [0.170, -3.087, -4.266], [-1.304, -2.609, -4.150], [-2.030, -1.755, -5.646], [-2.114, -2.817, -2.813], [-3.649, -2.228, -2.842], [-4.694, -3.196, -3.099], [-4.024, -0.650, -2.625], [-4.939, -0.199, -3.884], [-1.478, -3.506, -1.532], [-2.529, -3.658, 0.065], [-2.782, -1.834, 0.699], [-1.650, -4.580, 1.506], [-4.242, -4.482, -0.170], [1.095, -2.878, -5.575], [0.681, -2.990, -6.766], [2.628, -2.557, -5.234], [3.549, -1.341, -6.301], [4.992, -2.120, -7.240], [2.344, -0.446, -7.443], [3.222, -3.222, -4.058], [4.750, -2.899, -3.626], [4.875, -1.350, -3.152], [3.643, -0.412, -2.953], [3.742, 1.091, -2.541], [5.124, 1.754, -2.299], [6.384, 0.824, -2.445], [6.277, -0.689, -2.859], [2.354, -4.235, -3.168], [2.847, -5.295, -2.690], [3.768, -6.108, 2.019], [1.978, -5.751, 2.199], [3.276, -4.389, 2.589], [3.925, -4.324, 0.054], [2.746, -5.796, -0.227], [1.304, -3.347, 0.973], [2.131, -3.034, -0.706], [-3.131, -2.522, -6.049], [-5.457, -2.958, -2.519], [-4.690, -0.546, -1.685], [-3.113, 0.034, -2.545], [-5.989, -0.643, -3.799], [-4.487, -0.622, -4.856], [-4.992, 0.936, -4.033], [-2.887, -1.088, -0.158], [-3.661, -1.858, 1.427], [-1.789, -1.580, 1.239], [-0.733, -3.965, 1.847], [-1.285, -5.607, 1.132], [-2.406, -4.654, 2.364], [-4.957, -3.655, -0.546], [-4.619, -4.808, 0.869], [-4.124, -5.344, -0.908], [5.605, -2.814, -6.569], [4.595, -2.695, -8.144], [5.669, -1.250, -7.585], [1.415, -0.157, -6.814], [1.988, -1.084, -8.323], [2.785, 0.533, -7.829], [4.979, -3.517, -2.675], [5.507, -3.157, -4.439], [2.571, -0.810, -3.108], [2.765, 1.697, -2.452], [5.175, 2.860, -2.033], [7.389, 1.338, -2.246], [7.232, -1.327, -2.950], [-8.146, 2.551, 3.577], [-7.653, 1.314, 2.779], [-8.641, 0.140, 2.963], [-8.545, -0.536, 4.327], [-7.106, -0.930, 4.640], [-6.115, 0.245, 4.505], [-6.261, 0.972, 3.207], [-5.708, 0.194, 2.235], [-6.310, 1.224, 5.687], [-4.678, -0.299, 4.717], [-7.727, 1.770, 1.298], [-7.314, 3.207, 3.851], [-8.835, 3.164, 2.988], [-8.692, 2.285, 4.482], [-8.459, -0.619, 2.193], [-9.668, 0.488, 2.809], [-8.941, 0.120, 5.109], [-9.178, -1.429, 4.335], [-7.062, -1.345, 5.653], [-6.813, -1.742, 3.966], [-5.683, 2.113, 5.569], [-6.025, 0.752, 6.633], [-7.340, 1.548, 5.825], [-4.425, -1.107, 4.023], [-4.566, -0.717, 5.723], [-3.935, 0.500, 4.611], [-7.041, 2.599, 1.104], [-8.736, 2.110, 1.048], [-7.499, 0.962, 0.596], [7.246, 4.821, 3.279], [6.649, 5.373, 1.957], [6.138, 6.815, 2.171], [4.828, 6.894, 2.950], [3.771, 5.986, 2.332], [4.254, 4.531, 2.155], [5.581, 4.446, 1.471], [5.380, 4.700, 0.149], [4.322, 3.837, 3.536], [3.153, 3.737, 1.404], [7.865, 5.438, 0.995], [7.195, 3.729, 3.316], [8.305, 5.079, 3.384], [6.758, 5.222, 4.168], [5.986, 7.301, 1.200], [6.898, 7.408, 2.691], [4.991, 6.632, 4.001], [4.467, 7.927, 2.950], [2.871, 6.010, 2.956], [3.481, 6.400, 1.361], [4.747, 2.833, 3.451], [3.322, 3.728, 3.966], [4.896, 4.389, 4.279], [2.893, 4.183, 0.439], [2.226, 3.713, 1.987], [3.461, 2.698, 1.238], [8.269, 4.440, 0.800], [8.669, 6.041, 1.429], [7.621, 5.905, 0.038]], "forces_ev_per_angstrom": [[0.615, -0.429, -0.901], [-0.602, -0.157, 0.112], [1.601, -0.558, 0.988], [-0.984, 2.093, -1.938], [-1.152, 1.262, -2.703], [-1.829, 1.012, -0.308], [-1.672, -0.496, 3.009], [1.699, -2.047, 2.261], [-0.241, -0.807, 1.083], [3.297, -0.860, -0.643], [-0.509, -0.703, -0.151], [1.250, 1.810, 1.588], [-0.827, 0.058, -0.317], [0.255, -0.273, -0.639], [2.499, 0.227, -4.228], [0.050, 0.724, 1.049], [0.801, -0.309, -0.024], [0.680, -0.050, -0.177], [-0.330, 0.475, -0.033], [-0.620, -0.657, -1.506], [1.634, 0.545, 4.780], [0.058, -2.591, 2.114], [0.368, 0.908, 1.150], [-0.152, -0.272, -0.875], [-1.053, -0.410, -0.599], [-0.819, 1.639, -2.397], [-1.105, 0.479, 1.184], [0.471, 4.042, 1.034], [2.281, 1.209, 0.603], [3.028, -1.978, -0.444], [-0.727, -4.496, -1.141], [-3.137, -0.763, -0.538], [-2.872, 1.890, 0.264], [0.288, -1.359, 0.252], [-1.718, 4.105, -1.594], [-1.196, 1.474, 0.018], [1.273, 0.952, -0.152], [-0.648, -1.319, -0.728], [-1.495, -1.002, 0.563], [0.545, 1.794, 0.741], [0.604, -0.480, -1.513], [-0.970, -1.011, 0.890], [1.184, 0.270, 0.834], [0.473, -0.131, -1.116], [1.197, -0.010, -1.219], [-1.223, -1.015, 0.051], [1.399, 0.757, -0.055], [-0.712, 0.708, 1.511], [-0.019, -1.648, 0.497], [-0.186, -0.922, 1.329], [1.175, 0.518, -0.957], [-1.701, -0.229, -0.643], [-1.458, -1.097, -0.430], [-0.609, 1.475, 0.901], [1.175, -0.086, -1.133], [0.979, -1.636, 0.465], [0.583, 0.277, -1.689], [-0.639, 1.105, 1.037], [-1.004, 1.026, -0.917], [0.833, 0.641, 1.126], [-1.158, -1.422, 0.560], [1.552, -0.573, -0.937], [0.404, 0.962, 1.182], [-0.297, -1.452, 0.653], [-0.305, 0.729, -1.723], [-1.090, 0.444, 1.165], [2.056, 0.591, 0.198], [1.834, -1.122, -0.139], [0.169, -1.780, -0.322], [-1.563, -1.211, -0.402], [-1.710, 1.238, 0.147], [-0.060, 0.139, 0.286], [-1.361, 1.559, -0.262], [0.225, -0.358, 0.120], [-0.038, 0.090, 0.059], [-0.230, 0.009, -0.330], [0.647, 0.167, 2.012], [0.313, -3.550, -2.502], [-0.552, 1.806, 1.627], [-0.287, 0.177, 0.052], [0.025, -0.047, -0.713], [0.608, -0.477, -0.091], [-0.041, -0.156, -0.004], [0.104, -0.269, -0.073], [0.133, -0.005, 0.029], [0.159, 0.153, -0.015], [0.197, 0.200, -0.074], [0.054, -0.007, -0.038], [0.032, 0.081, 0.006], [0.215, 0.187, -0.061], [0.126, 0.131, -0.076], [-0.064, -0.086, -0.075], [0.064, -0.119, -0.235], [0.053, 0.044, -0.112], [-0.097, 0.286, -0.052], [-0.299, 0.188, -0.072], [-0.138, -0.102, -0.076], [-0.012, -0.104, 0.065], [0.067, -0.045, 0.359], [0.176, 0.066, 0.209], [-0.049, -0.102, 0.306], [1.807, 0.112, 1.044], [-0.416, 0.033, -0.156], [0.043, -0.039, 0.100], [0.302, 0.242, -0.148], [-1.347, -0.999, 1.318], [-1.137, 2.468, -3.416], [0.552, -1.058, 2.204], [0.218, 0.094, 0.250], [0.383, 0.133, -0.596], [-0.535, -0.143, -0.560], [-0.089, 0.128, -0.040], [-0.187, 0.103, -0.208], [-0.076, -0.103, -0.045], [0.049, -0.216, -0.034], [0.103, -0.260, -0.083], [-0.005, -0.030, -0.057], [0.040, -0.074, 0.017], [0.076, -0.270, -0.086], [0.084, -0.165, -0.072], [0.009, 0.116, -0.061], [0.027, 0.072, -0.262], [0.075, -0.043, -0.097], [0.269, -0.087, 0.117], [0.295, 0.125, 0.163], [0.034, 0.178, -0.031], [-0.106, 0.058, 0.024], [-0.268, -0.094, 0.234], [-0.150, -0.217, 0.104]], "lowdin_spin": [0.00, 0.00, 0.00, 0.00, 0.00, 0.00, 0.00, 0.00, 0.00, 0.00, 0.00, 0.00, 0.00, 0.00, 0.00, 0.00, 0.00, 0.00, 0.00, 0.00, 0.00, 0.00, 0.00, 0.00, 0.00, 0.00, 0.00, 0.00, 0.00, 0.00, 0.00, 0.00, 0.00, 0.00, 0.00, 0.00, 0.00, 0.00, 0.00, 0.00, 0.00, 0.00, 0.00, 0.00, 0.00, 0.00, 0.00, 0.00, 0.00, 0.00, 0.00, 0.00, 0.00, 0.00, 0.00, 0.00, 0.00, 0.00, 0.00, 0.00, 0.00, 0.00, 0.00, 0.00, 0.00, 0.00, 0.00, 0.00, 0.00, 0.00, 0.00, 0.00, 0.02, 0.01, 0.00, 0.01, 0.02, 0.32, 0.59, 0.00, 0.00, 0.00, 0.00, 0.00, 0.00, 0.00, 0.00, 0.00, 0.00, 0.00, 0.00, 0.00, 0.00, 0.00, 0.00, 0.00, 0.00, 0.00, 0.00, 0.00, 0.00, 0.02, 0.01, 0.00, 0.01, 0.02, 0.33, 0.59, 0.00, 0.00, 0.00, 0.00, 0.00, 0.00, 0.00, 0.00, 0.00, 0.00, 0.00, 0.00, 0.00, 0.00, 0.00, 0.00, 0.00, 0.00, 0.00, 0.00, 0.00]}